This record from the Open Molecules 2025 dataset describes C10H12O2 in the gas phase. The level of theory is wB97M-V/def2-TZVPD.

Positions of all 24 atoms, in Å:
C1 -0.30667 0.68550 -1.98739
C2 -0.07739 -0.33942 -1.44666
C3 0.39600 -1.67404 -1.02983
C4 -0.77646 -2.76737 -1.11517
C5 0.96941 -1.72308 0.42994
O1 -0.04546 -1.55961 1.45804
C6 -0.69393 -0.33392 1.37936
C7 -0.19408 0.88716 1.13554
C8 -0.92071 2.17467 0.89518
C9 0.22681 3.08642 0.66353
C10 1.36662 2.42678 0.68692
O2 1.27368 1.10467 1.00567
H1 -0.50577 1.73863 -2.17513
H2 1.30637 -2.03632 -1.62554
H3 -0.35477 -3.78464 -1.16949
H4 -1.40923 -2.35792 -1.94391
H5 -1.32368 -2.67459 -0.20161
H6 1.48180 -2.76746 0.59104
H7 1.74490 -1.02781 0.52654
H8 -1.80885 -0.36423 1.31890
H9 -1.54210 2.43048 1.69798
H10 -1.38427 2.08244 -0.07260
H11 0.20154 4.16578 0.37395
H12 2.37623 2.62788 0.60476

Cartesian forces (eV/Å) of the 2 atoms listed first:
-0.8 3.2 -0.7
1.4 -2.9 0.4

Summary:
E_HOMO: -8.030 eV
Calculated total energy: -538.54580 hartree
Orbital gap: 0.3294 Eh
Largest force on an atom: 3.4 eV/A
SMILES: C#C[C@H](C)CO/C=C1/CC=CO1
Energy relative to the best compared isomer or geometry (same formula, charge and spin): 109.2 kcal/mol

This record from the Open Molecules 2025 dataset describes C4H9N3S in the gas phase. The level of theory is wB97M-V/def2-TZVPD.

Positions of all 17 atoms, in Å:
C1 3.20098 -0.47732 -0.45255
C2 1.90834 -0.80005 -0.37060
C3 1.05204 -0.43310 0.78198
N1 0.07224 0.53014 0.42487
N2 0.53765 1.85760 0.13090
C4 -1.18668 0.19630 -0.04160
N3 -1.89207 1.28006 -0.46191
S1 -1.86055 -1.30965 0.00927
H1 3.68487 0.08506 0.33508
H2 3.77137 -0.66366 -1.34657
H3 1.33279 -1.29890 -1.15495
H4 0.58567 -1.29177 1.26491
H5 1.71602 0.06901 1.53580
H6 0.85208 2.34158 0.99093
H7 1.25456 1.77040 -0.59900
H8 -2.85195 1.16238 -0.80756
H9 -1.44933 2.19086 -0.52733

Cartesian forces (eV/Å) of the 2 atoms listed first:
-0.9 0.1 -0.4
0.3 -0.2 -0.4

Summary:
E_HOMO: -8.173 eV
Calculated total energy: -720.22861 hartree
Orbital gap: 0.3290 Eh
Largest force on an atom: 2.2 eV/A
SMILES: C=CCN(N)C(N)=S
Energy relative to the best compared isomer or geometry (same formula, charge and spin): 28.1 kcal/mol

This record from the Open Molecules 2025 dataset describes 12 unconnected molecules or ions with the total composition C48H60F36O24. The level of theory is wB97M-V/def2-TZVPD.

Positions of all 168 atoms, in Å:
C1 14.78589 -8.06267 6.98443
C2 15.02576 -9.48613 6.53747
O1 14.14625 -9.97933 5.62867
C3 13.02435 -10.64350 6.10327
O2 12.90508 -10.94516 7.25376
C4 11.95013 -11.10874 5.03443
F1 10.71682 -10.60207 5.28605
F2 12.25753 -10.71069 3.77632
F3 11.80509 -12.41842 5.05477
H1 15.71882 -7.58773 7.28802
H2 14.04644 -8.03035 7.78459
H3 14.55490 -7.39353 6.15557
H4 15.06049 -9.97262 7.51226
H5 16.01856 -9.56801 6.09507
C5 23.13135 -11.64562 10.32401
C6 22.59868 -12.75602 9.35359
O3 21.30586 -13.22752 9.93602
C7 20.22653 -12.49822 9.71492
O4 20.06983 -11.56594 8.93003
C8 18.97114 -13.00498 10.44898
F4 17.98807 -13.23349 9.55414
F5 19.29972 -14.10145 11.17266
F6 18.49765 -12.09771 11.25974
H6 24.04277 -11.26113 9.86617
H7 23.34172 -12.16225 11.26045
H8 22.31764 -11.00110 10.65649
H9 23.32666 -13.54261 9.15506
H10 22.53066 -12.32432 8.35503
C9 25.45778 -5.31832 -0.07716
C10 26.44375 -5.50255 -1.20188
O5 27.49570 -4.50504 -1.20819
C11 27.28221 -3.27272 -1.76044
O6 26.16778 -2.89405 -2.18513
C12 28.51107 -2.34894 -1.79429
F7 28.69100 -2.02295 -3.06793
F8 28.35238 -1.22936 -0.92501
F9 29.62950 -3.07654 -1.45200
H11 24.96627 -4.34563 -0.05763
H12 25.88121 -5.45559 0.91781
H13 24.55246 -5.90671 -0.22651
H14 26.05340 -5.59643 -2.21525
H15 26.94168 -6.47171 -1.23182
C13 20.81169 -12.14167 -2.19648
C14 20.49087 -13.61239 -1.73203
O7 20.07962 -13.85093 -0.40724
C15 18.74430 -13.78576 -0.09570
O8 17.85384 -13.56435 -0.91963
C16 18.35099 -14.06265 1.37628
F10 19.42889 -14.41059 2.08560
F11 17.63475 -13.04017 1.94123
F12 17.60147 -15.13731 1.30685
H16 21.15296 -12.10124 -3.23088
H17 21.57369 -11.60595 -1.63040
H18 19.86347 -11.60587 -2.15291
H19 21.35750 -14.25455 -1.88910
H20 19.82897 -14.10667 -2.44314
C17 32.78571 -16.96453 -0.63843
C18 32.11635 -17.03001 -1.99786
O9 30.67238 -16.99146 -1.91082
C19 29.96271 -15.91940 -1.49542
O10 30.50499 -14.84693 -1.22917
C20 28.43484 -16.11606 -1.32128
F13 28.15564 -16.31817 -0.07714
F14 27.75044 -15.00628 -1.76202
F15 27.96515 -17.22293 -1.96297
H21 32.45769 -17.81117 -0.03534
H22 32.49862 -16.16658 0.04638
H23 33.87530 -16.98876 -0.65540
H24 32.28320 -17.92972 -2.59011
H25 32.61088 -16.21351 -2.52402
C21 30.36100 -9.28334 0.11487
C22 29.44166 -10.08560 1.09864
O11 29.06887 -9.33008 2.23030
C23 29.26083 -9.91654 3.46337
O12 29.97883 -10.86382 3.64078
C24 28.36446 -9.28151 4.49406
F16 27.17785 -9.86315 4.56967
F17 28.94096 -9.32435 5.71214
F18 28.00800 -7.94137 4.16378
H26 30.26024 -9.83105 -0.82211
H27 31.41346 -9.17808 0.37824
H28 29.95405 -8.30200 -0.12898
H29 29.88846 -11.03239 1.40208
H30 28.55525 -10.42843 0.56494
C25 28.88863 -18.42916 4.94302
C26 30.12482 -18.25727 4.07294
O13 30.56299 -19.48069 3.51170
C27 29.99864 -20.11169 2.44574
O14 29.02896 -19.60412 1.78867
C28 30.64033 -21.51985 2.13603
F19 31.57737 -21.74030 3.10403
F20 29.73100 -22.39687 2.06293
F21 31.14162 -21.51009 0.87781
H31 28.53777 -17.43901 5.23391
H32 29.14141 -18.94411 5.86986
H33 28.10894 -18.92913 4.36840
H34 30.91596 -17.75227 4.62720
H35 29.91937 -17.58768 3.23774
C29 23.17710 -19.71997 2.58733
C30 23.13219 -19.69610 1.07525
O15 23.79113 -20.84917 0.54895
C31 23.37352 -22.12116 0.60379
O16 22.23511 -22.48152 0.99763
C32 24.36513 -23.22216 0.15546
F22 25.46344 -22.50833 -0.10594
F23 24.60884 -24.09584 1.15162
F24 23.97629 -23.88493 -0.96522
H36 22.81690 -20.67252 2.97595
H37 22.78815 -18.92563 3.22438
H38 24.24375 -19.60999 2.78294
H39 23.58508 -18.79250 0.66721
H40 22.06062 -19.63239 0.88607
C33 20.13785 -9.19650 3.19246
C34 21.40785 -9.73288 2.50925
O17 21.96950 -10.82225 3.24136
C35 22.99529 -11.47343 2.66694
O18 23.69384 -11.06778 1.72036
C36 23.28718 -12.85823 3.13234
F25 23.16162 -13.73591 2.09881
F26 24.55671 -12.96254 3.60416
F27 22.48367 -13.24322 4.09723
H41 20.19505 -8.73002 4.17594
H42 19.40632 -9.99093 3.34024
H43 19.53700 -8.54034 2.56275
H44 22.06563 -8.86432 2.54121
H45 21.28948 -10.02480 1.46577
C37 13.25860 -9.41816 -2.16425
C38 14.68206 -8.90576 -2.02631
O19 14.76281 -7.52068 -1.82307
C39 14.71381 -7.02443 -0.59408
O20 14.75576 -7.74893 0.44714
C40 14.69089 -5.49817 -0.60674
F28 13.54338 -5.17905 0.06161
F29 15.71744 -4.85185 0.05295
F30 14.62444 -5.00958 -1.82565
H46 12.68897 -9.09194 -1.29408
H47 13.14313 -10.47121 -1.90762
H48 12.88647 -9.28324 -3.17983
H49 15.26357 -9.12853 -2.92092
H50 15.12678 -9.48713 -1.21864
C41 17.96365 -1.79462 6.60976
C42 19.14282 -1.03857 7.22707
O21 18.86033 0.32833 7.03480
C43 19.84733 1.29276 7.21223
O22 21.00854 1.12902 7.45566
C44 19.28951 2.68180 7.02361
F31 19.97387 3.38484 6.10104
F32 17.95206 2.69578 6.82107
F33 19.56471 3.28289 8.21942
H51 17.20417 -2.06829 7.34214
H52 18.29359 -2.79492 6.32932
H53 17.44729 -1.24500 5.82275
H54 20.07471 -1.23097 6.69542
H55 19.34052 -1.15328 8.29283
C45 21.87782 -2.58259 12.02901
C46 22.33353 -4.09069 11.77136
O23 22.09763 -4.35797 10.41462
C47 22.75279 -5.35792 9.82683
O24 23.73609 -5.94123 10.31671
C48 22.20936 -5.77332 8.51095
F34 20.87795 -5.61609 8.45724
F35 22.76571 -4.99906 7.54647
F36 22.55330 -7.01447 8.19029
H56 21.82762 -2.29006 13.07781
H57 20.84540 -2.36466 11.75568
H58 22.55845 -1.81165 11.66775
H59 21.82944 -4.86667 12.34742
H60 23.41185 -4.13358 11.92471

Cartesian forces (eV/Å) of the 2 atoms listed first:
0.1 1.0 -0.8
2.5 1.2 2.4

Summary:
E_HOMO: -11.011 eV
Calculated total energy: -7265.88065 hartree
Orbital gap: 0.4028 Eh
Largest force on an atom: 5.9 eV/A
SMILES: CCOC(=O)C(F)(F)F.CCOC(=O)C(F)(F)F.CCOC(=O)C(F)(F)F.CCOC(=O)C(F)(F)F.CCOC(=O)C(F)(F)F.CCOC(=O)C(F)(F)F.CCOC(=O)C(F)(F)F.CCOC(=O)C(F)(F)F.CCOC(=O)C(F)(F)F.CCOC(=O)C(F)(F)F.CCOC(=O)C(F)(F)F.CCOC(=O)C(F)(F)F
Energy relative to the best compared isomer or geometry (same formula, charge and spin): 62.2 kcal/mol

This record from the Open Molecules 2025 dataset describes 2 unconnected molecules or ions with the total composition C4H12O. The level of theory is wB97M-V/def2-TZVPD.

Positions of all 17 atoms, in Å:
C1 -0.29484 0.93875 2.74879
C2 -0.92171 0.40746 1.48897
O1 -0.58851 -0.97073 1.28908
H1 0.77224 1.13196 2.61266
H2 -0.46765 0.22385 3.55379
H3 -0.77317 1.86157 3.05452
H4 -2.01378 0.43315 1.48007
H5 -0.66605 0.98110 0.59655
H6 0.22082 -1.04493 0.75575
C3 1.19645 -0.95357 -2.15298
C4 0.00977 -0.03220 -2.24340
H7 1.72742 -0.79216 -1.22879
H8 0.87274 -2.00516 -2.14796
H9 1.88154 -0.87817 -2.99680
H10 -0.57666 -0.15318 -3.14876
H11 0.30102 1.02715 -2.24765
H12 -0.67964 -0.17486 -1.41383

Cartesian forces (eV/Å) of the 2 atoms listed first:
-0.2 0.1 0.1
-0.3 -0.5 -0.7

Summary:
E_HOMO: -10.411 eV
Calculated total energy: -234.81598 hartree
Orbital gap: 0.4179 Eh
Largest force on an atom: 1.0 eV/A
SMILES: CCO.CC
Energy relative to the best compared isomer or geometry (same formula, charge and spin): 10.4 kcal/mol

This record from the Open Molecules 2025 dataset describes 2 unconnected molecules or ions with the total composition C2H3FO2S. The level of theory is wB97M-V/def2-TZVPD.

Positions of all 9 atoms, in Å:
C1 2.19687 0.03557 0.47195
C2 -2.08992 0.18667 -0.23176
O1 0.12208 -0.11001 -1.00112
O2 -2.24299 1.25558 0.18622
F1 -2.03636 -0.98898 0.50146
S1 1.04097 -0.90353 -0.21601
H1 2.82756 -0.24825 1.25668
H2 2.36164 1.02747 0.36059
H3 -2.17985 -0.25452 -1.32801

Cartesian forces (eV/Å) of the 2 atoms listed first:
-1.7 -2.9 -0.4
-1.4 -3.1 -3.4

Summary:
E_HOMO: -10.198 eV
Calculated total energy: -726.46231 hartree
Orbital gap: 0.3508 Eh
Largest force on an atom: 4.8 eV/A
Energy relative to the best compared isomer or geometry (same formula, charge and spin): 43.8 kcal/mol

This record from the Open Molecules 2025 dataset describes 2 unconnected molecules or ions with the total composition C13H17B2F2N3O3. The level of theory is wB97M-V/def2-TZVPD.

Positions of all 40 atoms, in Å:
C1 2.09746 1.46804 3.67311
O1 1.41464 1.57338 2.34517
B1 2.38199 1.42489 1.24160
O2 3.70579 2.11907 1.42407
C2 2.15416 0.63375 -0.17774
C3 1.00394 1.37725 -1.10266
N1 0.06086 1.65196 -1.95950
C4 1.89153 -1.00383 -0.00680
C5 1.94403 -1.58803 -1.57500
N2 1.97920 -2.08675 -2.78792
C6 0.39339 -1.37158 0.54264
C7 0.24972 -1.52649 2.16401
F1 -1.06825 -0.88597 2.53213
B2 3.12678 -1.78212 0.77411
N3 4.56902 -1.21798 0.75022
O3 2.98640 -3.07942 1.50582
H1 2.81365 2.38368 3.87739
H2 1.23251 1.44753 4.49462
H3 2.66995 0.43131 3.80103
H4 3.98169 2.38399 0.47631
H5 3.16642 0.71875 -0.80432
H6 -0.44176 -0.63427 0.18222
H7 0.11741 -2.43200 0.06931
H8 1.05756 -0.97008 2.80064
H9 0.12404 -2.66532 2.50076
H10 4.71871 -0.65105 -0.11918
H11 4.76515 -0.66683 1.61719
H12 3.28528 -3.84860 0.93806
F2 -6.14747 1.93114 -4.36925
C8 -5.42859 1.33674 -3.40773
C9 -4.09342 1.68576 -3.23693
C10 -3.34595 1.07085 -2.23257
C11 -3.93974 0.10483 -1.41648
C12 -5.27918 -0.24230 -1.59909
C13 -6.02929 0.38082 -2.59613
H13 -3.64694 2.43218 -3.88574
H14 -2.30349 1.34232 -2.08582
H15 -3.35513 -0.37775 -0.63615
H16 -5.73803 -0.99740 -0.96538
H17 -7.07404 0.12953 -2.74605

Cartesian forces (eV/Å) of the 2 atoms listed first:
-0.5 0.0 1.5
3.6 -1.4 -1.4

Summary:
E_HOMO: -8.949 eV
Calculated total energy: -1144.89216 hartree
Orbital gap: 0.3025 Eh
Largest force on an atom: 12.3 eV/A
SMILES: COB(O)[C@H](C#N)[C@](C#N)(CCF)B(N)O.Fc1ccccc1

Which value of orbital gap does entry 4 give? 0.4179 Eh